# 1
{"formula": "C9H6HgN2O4", "method": "ωB97M-V/def2-TZVPD", "species": ["Hg", "O", "C", "C", "O", "C", "O", "C", "O", "N", "C", "C", "C", "N", "C", "C", "H", "H", "H", "H", "H", "H"], "coordinates": [[-0.038, -1.146, -2.152], [-0.003, 2.374, -3.689], [-0.019, 1.314, -3.289], [2.016, -2.594, -0.976], [2.995, -3.147, -0.815], [-2.114, -2.563, -0.989], [-3.107, -3.095, -0.842], [-0.036, -2.504, -3.865], [-0.036, -3.280, -4.715], [0.060, 2.220, 3.396], [0.038, 1.507, 2.241], [1.236, 1.145, 1.584], [1.172, 0.399, 0.415], [-0.009, 0.038, -0.145], [-1.167, 0.360, 0.484], [-1.185, 1.104, 1.657], [0.934, 2.494, 3.829], [-0.791, 2.465, 3.882], [2.206, 1.448, 1.972], [2.082, 0.078, -0.105], [-2.095, 0.009, 0.020], [-2.140, 1.374, 2.104]], "atomic_forces_ev_per_a": [[0.0, 1.0, 2.0], [0.0, -2.2, 0.9], [0.0, 2.1, -0.9], [2.3, -1.2, 0.1], [-2.2, 1.2, -0.2], [-2.3, -1.2, 0.1], [2.3, 1.2, -0.2], [0.0, -3.5, -4.0], [0.0, 3.5, 3.8], [0.1, -0.5, -0.8], [0.0, 0.7, 1.0], [0.1, -0.6, -0.9], [0.1, 0.5, 0.5], [0.0, -0.9, -1.1], [0.0, 0.5, 0.5], [-0.1, -0.6, -0.9], [-0.2, -0.1, -0.2], [0.1, -0.1, -0.1], [-0.2, -0.1, -0.1], [-0.4, 0.3, 0.3], [0.4, 0.3, 0.3], [0.2, -0.1, -0.1]], "orbital_gap_ev": 7.03, "total_charge": 2, "e_lumo_ev": -8.58, "e_above_lowest_kcal_mol": 0.0}


# 2
{"formula": "C9H7AuF5IN3O5", "method": "ωB97M-V/def2-TZVPD", "species": ["Au", "O", "C", "O", "C", "C", "N", "N", "C", "C", "O", "O", "H", "H", "H", "N", "C", "O", "C", "I", "H", "H", "H", "H", "F", "C", "F", "C", "F", "F", "F"], "coordinates": [[-1.155, 1.675, -0.542], [3.159, -2.682, -1.468], [3.791, -1.777, -0.752], [4.921, -1.945, -0.346], [3.086, -0.489, -0.492], [3.700, 0.537, 0.183], [2.816, 1.549, 0.237], [1.656, 1.260, -0.356], [1.792, 0.026, -0.805], [0.643, -0.626, -1.517], [0.845, -1.741, -2.035], [-0.467, -0.025, -1.587], [2.235, -2.351, -1.720], [4.686, 0.587, 0.612], [2.925, 2.448, 0.671], [-2.322, -1.147, 1.014], [-1.241, -1.905, 0.711], [-0.146, -1.737, 1.213], [-1.413, -3.097, -0.216], [-3.108, -3.112, -1.514], [-2.129, -0.281, 1.497], [-3.104, -1.135, 0.380], [-1.490, -3.997, 0.389], [-0.540, -3.143, -0.857], [-1.053, 3.963, 1.189], [-1.958, 3.285, 0.382], [-2.452, 4.253, -0.472], [-3.135, 2.982, 1.320], [-4.164, 2.442, 0.650], [-2.776, 2.104, 2.280], [-3.601, 4.077, 1.948]], "atomic_forces_ev_per_a": [[0.0, 0.1, -0.1], [-0.1, -0.1, 0.0], [0.1, 0.2, -0.1], [-0.1, 0.0, 0.1], [-0.1, 0.0, 0.0], [0.0, 0.0, 0.0], [0.0, 0.0, 0.0], [0.1, 0.0, 0.0], [0.0, 0.0, 0.1], [0.0, 0.0, -0.1], [0.1, -0.1, 0.0], [-0.1, 0.0, 0.2], [0.0, 0.0, 0.0], [0.0, 0.0, 0.0], [0.0, 0.0, 0.0], [0.0, 0.0, 0.0], [-0.1, 0.0, 0.1], [0.0, 0.0, 0.0], [0.0, 0.0, 0.0], [0.0, 0.0, 0.0], [0.0, 0.0, 0.0], [0.0, 0.0, 0.0], [0.0, 0.0, 0.0], [0.0, 0.0, 0.0], [0.0, 0.0, 0.0], [0.0, -0.1, 0.1], [0.0, 0.0, 0.0], [0.0, -0.1, 0.0], [0.0, 0.0, 0.0], [0.0, 0.0, 0.0], [0.0, 0.0, 0.0]], "orbital_gap_ev": 8.29, "total_charge": -1, "e_lumo_ev": 2.35, "e_above_lowest_kcal_mol": 0.0}


# 3
{"formula": "C9H7BrN4O", "method": "ωB97M-V/def2-TZVPD", "species": ["C", "C", "C", "C", "C", "C", "C", "C", "C", "N", "N", "N", "N", "O", "Br", "H", "H", "H", "H", "H", "H", "H"], "coordinates": [[1.722, -3.380, -1.071], [1.521, -2.361, -0.480], [0.287, -0.409, -0.129], [0.412, 0.815, 0.611], [2.427, 0.187, 1.504], [-0.986, -0.572, -0.770], [-1.858, 1.458, 0.041], [-1.237, -1.790, -1.564], [-0.443, 2.927, 1.424], [1.515, 1.021, 1.284], [-1.871, 0.321, -0.682], [1.291, -1.138, -0.054], [-0.588, 1.745, 0.657], [-2.891, 2.067, 0.223], [4.236, 0.042, 1.210], [1.840, -4.375, -1.245], [-0.640, -2.625, -1.320], [-0.965, -1.711, -2.611], [-2.336, -1.913, -1.758], [0.039, 2.602, 2.352], [0.009, 3.707, 0.946], [-1.482, 3.382, 1.434]], "atomic_forces_ev_per_a": [[0.2, 0.4, 0.6], [-0.6, 1.2, -0.3], [-2.0, 2.9, 1.0], [-0.5, 0.7, -0.4], [-1.5, -0.5, 0.0], [0.5, -0.8, -0.5], [0.8, 0.2, 1.5], [-1.9, 0.4, -1.8], [-2.8, -0.6, 1.6], [1.8, -0.5, -0.1], [-1.7, -0.7, -1.4], [4.1, -2.3, 0.8], [-1.8, -0.5, -1.6], [1.0, 0.7, 0.1], [-0.1, 0.4, -0.2], [0.4, -2.0, -0.8], [-0.1, -1.1, 1.0], [0.7, 0.9, -0.4], [0.9, -0.4, 1.1], [-0.4, 1.0, 0.2], [2.4, 1.7, -1.4], [0.9, -0.9, 1.1]], "orbital_gap_ev": [6.11, 6.42], "e_lumo_ev": [-1.46, -1.56], "e_above_lowest_kcal_mol": 13.4}


# 4
{"formula": "C9H7ClNO", "method": "ωB97M-V/def2-TZVPD", "species": ["C", "C", "C", "C", "C", "C", "C", "C", "C", "N", "O", "Cl", "H", "H", "H", "H", "H", "H", "H"], "coordinates": [[1.997, 1.569, 0.571], [1.796, 1.877, -0.826], [1.280, 0.580, 1.165], [0.870, 1.194, -1.572], [0.334, -0.250, 0.346], [0.097, 0.104, -1.016], [-0.162, -1.460, 0.850], [-1.236, -2.086, 0.240], [-1.703, -1.725, -0.948], [-0.739, -0.528, -1.821], [-0.940, -0.503, -3.024], [-3.370, -1.277, 3.491], [2.916, 2.100, 0.919], [2.404, 2.669, -1.258], [1.401, 0.323, 2.322], [0.675, 1.489, -2.681], [0.244, -1.628, 1.940], [-1.735, -2.906, 0.784], [-2.477, -2.199, -1.501]], "atomic_forces_ev_per_a": [[1.5, 1.4, -2.5], [0.0, -0.5, 1.6], [-1.7, -2.4, 0.9], [-1.4, -0.2, -1.7], [2.2, 2.3, -0.1], [3.9, 3.8, 1.0], [1.0, 0.3, 3.6], [-0.6, -1.5, 1.1], [2.2, 2.3, -1.8], [-4.9, -5.7, 3.5], [0.4, 0.9, -2.1], [0.1, -0.1, -0.1], [-1.3, -0.6, 0.7], [-0.2, -0.2, -0.1], [-0.3, 0.4, -2.8], [0.4, -0.7, 2.1], [-1.4, -0.4, -2.3], [0.1, 0.5, -0.3], [-0.3, 0.2, -0.7]], "orbital_gap_ev": [6.69, 4.56], "multiplicity": 3, "total_charge": -1, "e_lumo_ev": [3.07, 0.78]}


# 5
{"formula": "C9H7CoN2O4Se4", "method": "ωB97M-V/def2-TZVPD", "species": ["Co", "O", "C", "C", "C", "C", "C", "C", "C", "O", "N", "O", "O", "H", "H", "H", "H", "Se", "Se", "Se", "Se", "C", "C", "N", "H", "H", "H"], "coordinates": [[0.109, -0.802, 0.322], [-1.482, -1.859, 0.425], [-2.643, -1.498, 0.243], [-3.124, -0.159, 0.078], [-4.502, 0.016, -0.054], [-5.034, 1.282, -0.124], [-4.203, 2.417, -0.056], [-2.856, 2.265, 0.072], [-2.239, 0.972, 0.126], [-0.980, 0.881, 0.215], [-6.460, 1.451, -0.259], [-7.167, 0.454, -0.264], [-6.908, 2.589, -0.263], [-3.407, -2.287, 0.237], [-5.156, -0.845, -0.100], [-4.654, 3.397, -0.111], [-2.199, 3.123, 0.119], [1.321, -2.262, 1.754], [0.617, -4.381, 1.091], [0.313, -4.149, -1.306], [0.868, -1.931, -1.767], [4.333, 0.357, -0.135], [2.896, 0.346, 0.047], [1.768, 0.238, 0.192], [4.633, 1.187, -0.771], [4.599, -0.588, -0.611], [4.826, 0.427, 0.832]], "atomic_forces_ev_per_a": [[-0.2, 0.6, 0.1], [-0.1, 0.0, 0.0], [0.2, -0.2, 0.1], [-0.1, 0.1, 0.0], [0.1, 0.2, 0.0], [0.1, -0.1, -0.2], [0.1, 0.0, 0.0], [-0.1, 0.1, 0.0], [0.1, 0.0, 0.0], [0.0, -0.1, -0.2], [-0.3, 0.0, 0.8], [0.0, 0.0, -0.3], [0.1, 0.0, -0.3], [0.0, 0.0, 0.0], [0.0, 0.0, 0.0], [0.0, 0.0, 0.0], [0.0, 0.0, 0.0], [0.2, -0.5, 0.3], [0.0, 0.2, 0.0], [0.1, 0.2, 0.0], [-0.1, -0.3, -0.3], [0.0, 0.0, -0.1], [-0.2, 0.1, 0.1], [0.0, -0.2, 0.1], [0.0, 0.0, 0.0], [0.0, 0.0, 0.0], [0.0, 0.0, 0.0]], "orbital_gap_ev": [5.26, 5.28], "multiplicity": 2, "total_charge": -1, "e_lumo_ev": [2.10, 2.08]}


# 6
{"formula": "C9H7FeNO4S", "method": "ωB97M-V/def2-TZVPD", "species": ["Fe", "C", "O", "C", "O", "C", "O", "C", "O", "C", "H", "H", "C", "H", "H", "S", "C", "C", "N", "C", "H", "H", "H"], "coordinates": [[0.183, -1.439, -0.282], [0.844, -3.037, -0.572], [0.938, -4.176, -0.796], [-1.565, -1.857, -0.423], [-2.693, -2.132, -0.549], [-0.149, -0.994, -2.010], [-0.337, -0.609, -3.097], [-0.440, -1.817, 1.402], [-0.899, -1.901, 2.472], [-2.253, 3.006, 0.386], [-1.797, 3.131, 1.381], [-1.719, 3.448, -0.470], [-3.408, 2.336, 0.226], [-3.864, 2.200, -0.768], [-3.939, 1.893, 1.084], [3.216, 1.599, -0.312], [3.676, 0.319, 0.750], [2.650, -0.584, 0.857], [1.556, -0.295, 0.028], [1.710, 0.863, -0.658], [4.655, 0.258, 1.226], [2.659, -1.465, 1.491], [0.977, 1.255, -1.364]], "atomic_forces_ev_per_a": [[1.1, 1.1, 0.4], [0.7, -7.8, -1.7], [0.2, 4.2, 0.9], [-8.5, -2.1, -1.0], [3.9, 0.9, 0.3], [-1.0, 2.7, -8.7], [0.6, -1.5, 4.2], [-1.6, -0.8, 8.8], [1.2, 0.2, -4.2], [3.5, 2.1, 0.5], [-0.2, 0.0, -0.5], [-0.3, -0.2, 0.4], [-3.6, -2.0, -0.5], [0.2, 0.1, 0.5], [0.2, 0.2, -0.4], [-0.3, -0.4, -0.2], [-0.9, -0.2, -0.1], [0.3, 0.9, -0.8], [3.3, 3.4, 0.6], [1.3, -0.9, 1.5], [-0.4, 0.2, -0.1], [-0.1, 0.1, -0.3], [0.4, -0.1, 0.3]], "orbital_gap_ev": [5.37, 3.26], "multiplicity": 5, "total_charge": 2, "e_lumo_ev": [-8.72, -13.11], "e_above_lowest_kcal_mol": 0.0}


Asked for molecular weight across the records above, the calculation gives 406.7; 656.0; 267.1; 180.6; 581.9; 281.1 g mol⁻¹ in order.